{
  "formula": "C8H16N3",
  "method": "ωB97M-V/def2-TZVPD",
  "charge": 1,
  "relative_energy_ev": 4.9631,
  "total_energy_ha": -478.2727,
  "orbital_gap_ha": [0.2376, 0.2975],
  "e_homo_ha": [-0.3932, -0.4414],
  "symbols": ["N", "N", "N", "C", "C", "C", "C", "C", "C", "C", "C", "H", "H", "H", "H", "H", "H", "H", "H", "H", "H", "H", "H", "H", "H", "H", "H"],
  "xyz": [[-1.584, -0.215, -0.137], [2.872, 0.484, -0.773], [3.297, -1.227, 0.608], [3.542, -0.663, -0.583], [-3.109, -0.125, -0.552], [1.363, 1.808, 0.700], [-1.500, -0.501, 1.327], [-0.876, -1.288, -0.942], [2.134, 0.676, 0.429], [2.448, -0.430, 1.276], [-0.973, 1.139, -0.423], [-1.642, 1.862, -0.019], [4.319, -0.897, -1.294], [-1.288, -2.263, -0.636], [-3.111, 0.462, -1.591], [-0.595, 1.479, -1.477], [-3.608, -1.128, -0.651], [-0.439, -0.121, 1.676], [0.162, -1.467, -0.629], [1.366, 2.576, 0.008], [-3.711, 0.247, 0.299], [0.978, 1.967, 1.681], [-0.982, -1.170, -2.010], [1.855, -0.627, 2.120], [2.869, 0.941, -1.615], [-1.610, -1.634, 1.247], [-2.174, 0.115, 1.961]]
}

---

{
  "formula": "C8H16N3O",
  "method": "ωB97M-V/def2-TZVPD",
  "smiles": "NCC[C@H]1CCC[C@@H](N=C=O)[NH2+]1",
  "charge": 1,
  "relative_energy_ev": 2.7012,
  "total_energy_ha": -553.5872,
  "orbital_gap_ha": 0.3441,
  "e_homo_ha": -0.4750,
  "symbols": ["O", "N", "N", "N", "C", "C", "C", "C", "C", "C", "C", "C", "H", "H", "H", "H", "H", "H", "H", "H", "H", "H", "H", "H", "H", "H", "H", "H"],
  "xyz": [[-3.246, -3.407, 0.490], [-0.909, -0.629, -0.633], [2.920, -1.067, 1.184], [-3.173, -0.851, 0.228], [-1.788, -0.339, 0.552], [-1.903, 1.215, 0.958], [-3.195, -2.154, 0.461], [3.060, -0.719, -0.269], [0.231, 1.593, -0.716], [-1.024, 2.242, 0.073], [1.670, -0.680, -1.100], [0.442, 0.023, -0.326], [-0.045, 1.604, -1.851], [-0.823, -1.634, -0.875], [2.806, -0.159, 1.686], [3.696, -1.567, -0.754], [1.346, -1.767, -1.323], [-0.570, 3.011, 0.823], [-1.554, 1.305, 2.065], [-3.020, 1.543, 0.926], [0.565, -0.017, 0.832], [-1.666, 2.879, -0.652], [-1.364, -0.949, 1.449], [1.209, 2.206, -0.643], [2.057, -1.616, 1.332], [-1.310, -0.107, -1.448], [1.901, -0.195, -2.120], [3.687, 0.238, -0.347]]
}

---

{
  "formula": "C8H16NO",
  "method": "ωB97M-V/def2-TZVPD",
  "smiles": "C=C(OCC(C)C)[N+](=C)C",
  "charge": 1,
  "relative_energy_ev": 3.9947,
  "total_energy_ha": -444.0381,
  "orbital_gap_ha": 0.3331,
  "e_homo_ha": -0.5045,
  "symbols": ["O", "N", "C", "C", "C", "C", "C", "C", "C", "C", "H", "H", "H", "H", "H", "H", "H", "H", "H", "H", "H", "H", "H", "H", "H", "H"],
  "xyz": [[0.071, -0.060, 0.295], [2.565, 0.179, 0.357], [2.529, 1.086, 1.245], [-2.262, 0.329, 0.272], [-2.126, 1.534, -0.542], [1.184, -0.794, 0.193], [-1.128, -0.757, -0.131], [1.464, -1.965, -0.334], [3.689, 0.204, -0.559], [-3.634, -0.299, 0.300], [4.589, 0.031, -0.063], [-3.941, -0.714, -0.664], [2.453, -2.315, -0.686], [-2.475, 1.113, -1.565], [-2.088, 0.569, 1.335], [3.778, 1.228, -1.071], [3.362, 1.780, 1.319], [-1.098, -0.878, -1.170], [-1.073, 1.959, -0.672], [-3.716, -1.111, 1.102], [-2.790, 2.376, -0.452], [3.465, -0.574, -1.254], [-4.360, 0.515, 0.662], [0.896, -2.792, -0.473], [1.900, 1.116, 2.175], [-1.253, -1.763, 0.380]]
}

---

{
  "formula": "C8H16NO",
  "method": "ωB97M-V/def2-TZVPD",
  "charge": 1,
  "relative_energy_ev": 5.9585,
  "total_energy_ha": -443.9660,
  "orbital_gap_ha": 0.1428,
  "e_homo_ha": -0.4097,
  "symbols": ["O", "N", "C", "C", "C", "C", "C", "C", "C", "C", "H", "H", "H", "H", "H", "H", "H", "H", "H", "H", "H", "H", "H", "H", "H", "H"],
  "xyz": [[0.582, -1.438, 3.549], [-0.625, 0.259, 0.560], [1.679, 1.015, 0.195], [-0.957, -0.178, -2.338], [0.159, 0.479, -1.683], [-0.706, -1.708, -2.556], [-1.787, 0.571, 0.754], [-0.016, -2.094, 2.590], [0.352, 0.499, -0.342], [1.592, 2.094, 1.223], [0.321, -1.890, -2.836], [-1.780, -0.216, -1.674], [-0.554, -1.469, 1.843], [0.696, 2.665, 1.290], [0.824, -1.903, 4.301], [1.123, 0.646, -2.217], [-1.316, -2.259, -3.178], [-2.577, 0.110, 1.268], [2.262, 0.095, 0.579], [2.422, 2.787, 1.040], [-2.130, 1.421, 0.224], [-1.174, 0.289, -3.405], [2.152, 1.444, -0.636], [1.774, 1.860, 2.246], [-0.652, -2.225, -1.624], [-0.307, -3.117, 2.712]]
}

---

{
  "formula": "C8H16O12V2",
  "method": "ωB97M-V/def2-TZVPD",
  "charge": -2,
  "relative_energy_ev": 1.6058,
  "total_energy_ha": -3105.3310,
  "orbital_gap_ha": 0.1407,
  "e_homo_ha": -0.0308,
  "symbols": ["V", "V", "O", "O", "O", "O", "O", "O", "O", "O", "O", "O", "O", "O", "C", "C", "C", "C", "C", "C", "C", "C", "H", "H", "H", "H", "H", "H", "H", "H", "H", "H", "H", "H", "H", "H", "H", "H"],
  "xyz": [[18.742, -18.786, 7.562], [18.370, -16.689, 10.842], [22.658, -16.766, 3.501], [15.092, -19.601, 7.615], [17.127, -20.223, 7.153], [16.601, -18.183, 6.983], [17.877, -15.492, 11.843], [18.940, -15.870, 9.606], [24.328, -16.611, 6.317], [19.124, -17.317, 7.060], [18.909, -18.575, 9.762], [17.314, -20.003, 10.321], [19.979, -19.679, 7.056], [18.319, -18.800, 11.838], [22.568, -17.111, 7.957], [18.287, -19.288, 10.645], [20.397, -16.065, 3.369], [23.153, -14.717, 7.262], [21.056, -18.474, 3.946], [23.603, -16.159, 7.499], [21.409, -16.987, 4.095], [16.141, -19.396, 6.907], [21.643, -18.920, 3.137], [22.143, -16.935, 8.947], [19.383, -16.233, 3.730], [23.979, -14.032, 7.453], [20.531, -16.209, 2.297], [21.406, -16.687, 5.146], [21.667, -17.086, 7.332], [22.676, -14.587, 6.293], [21.390, -19.174, 4.722], [20.662, -15.035, 3.619], [24.729, -17.438, 6.604], [23.287, -16.447, 4.156], [22.427, -14.532, 8.056], [20.010, -18.781, 3.943], [22.793, -18.181, 7.945], [24.375, -16.119, 8.279]]
}

---

{
  "formula": "C8H16O2",
  "method": "ωB97M-V/def2-TZVPD",
  "smiles": "CC(C)(C)C=O.CCC=O",
  "relative_energy_ev": 1.5388,
  "total_energy_ha": -464.8732,
  "orbital_gap_ha": 0.3906,
  "e_homo_ha": -0.3571,
  "symbols": ["O", "O", "C", "C", "C", "C", "C", "C", "C", "C", "H", "H", "H", "H", "H", "H", "H", "H", "H", "H", "H", "H", "H", "H", "H", "H"],
  "xyz": [[1.097, 1.136, 0.704], [-0.465, 0.085, -2.384], [-2.264, -0.062, -0.013], [-1.146, 0.179, 0.984], [-0.061, 1.138, 0.386], [-1.669, 0.982, 2.185], [-0.505, -1.122, 1.452], [0.701, 0.254, -2.103], [3.016, -0.314, -1.286], [1.661, -0.839, -1.735], [-2.759, 0.868, -0.286], [3.470, 0.295, -2.065], [0.419, -0.915, 1.989], [-2.073, 1.940, 1.864], [-2.462, 0.422, 2.678], [1.214, -1.470, -0.966], [1.168, 1.249, -2.232], [-1.185, -1.665, 2.114], [3.686, -1.141, -1.062], [-0.280, -1.764, 0.598], [-0.511, 1.988, -0.164], [1.773, -1.463, -2.629], [-0.872, 1.164, 2.902], [-1.857, -0.488, -0.940], [-3.001, -0.749, 0.398], [2.904, 0.292, -0.390]]
}

---

{
  "formula": "C8H16O4",
  "method": "ωB97M-V/def2-TZVPD",
  "smiles": "C1COCCO1.C1COCCO1",
  "relative_energy_ev": 3.2811,
  "total_energy_ha": -615.2842,
  "orbital_gap_ha": 0.3729,
  "e_homo_ha": -0.3385,
  "symbols": ["O", "O", "O", "O", "C", "C", "C", "C", "C", "C", "C", "C", "H", "H", "H", "H", "H", "H", "H", "H", "H", "H", "H", "H", "H", "H", "H", "H"],
  "xyz": [[-1.289, -0.133, 2.277], [0.715, 2.936, -1.891], [-0.634, -2.848, 1.338], [0.894, 0.152, -1.544], [1.566, 1.058, -0.616], [-1.474, -0.658, 0.933], [-0.353, -1.703, 0.493], [-0.050, 0.736, -2.407], [0.416, 2.067, -2.985], [-1.344, -1.298, 3.159], [1.886, 2.378, -1.267], [-0.511, -2.564, 2.702], [2.723, 2.307, -1.988], [0.567, -2.465, 2.935], [-2.438, -1.463, 3.153], [-0.874, -3.497, 3.173], [-2.440, -1.198, 0.943], [-0.978, 0.894, -1.825], [1.354, 2.042, -3.574], [-1.060, -0.957, 4.174], [0.676, -1.294, 0.499], [2.185, 3.089, -0.473], [-0.369, 2.517, -3.623], [-0.296, 0.075, -3.260], [-1.564, 0.181, 0.217], [0.813, 1.139, 0.192], [2.454, 0.546, -0.198], [-0.575, -2.040, -0.537]]
}

---

{
  "formula": "C8H16O8Rb",
  "method": "ωB97M-V/def2-TZVPD",
  "charge": -1,
  "relative_energy_ev": 2.0030,
  "total_energy_ha": -940.3170,
  "orbital_gap_ha": 0.0791,
  "e_homo_ha": -0.0422,
  "symbols": ["Rb", "O", "O", "O", "O", "O", "O", "O", "O", "C", "C", "C", "C", "C", "C", "C", "C", "H", "H", "H", "H", "H", "H", "H", "H", "H", "H", "H", "H", "H", "H", "H", "H"],
  "xyz": [[28.496, 4.782, -12.570], [33.767, 5.232, -12.831], [32.096, 8.512, -17.261], [32.416, 6.991, -18.905], [35.271, 6.711, -12.475], [30.540, 8.222, -18.749], [31.515, 2.989, -17.196], [33.299, 7.367, -13.376], [30.031, 3.701, -14.682], [34.036, 6.511, -12.949], [30.025, 4.440, -15.864], [33.195, 7.963, -16.544], [32.559, 4.673, -13.349], [29.827, 7.283, -19.539], [31.757, 7.820, -18.351], [35.645, 8.077, -12.327], [31.207, 4.234, -16.824], [32.487, 4.812, -14.431], [35.013, 8.602, -11.615], [29.027, 4.327, -16.339], [32.945, 6.984, -16.134], [35.597, 8.565, -13.301], [30.471, 6.813, -20.283], [30.853, 4.755, -17.775], [30.115, 5.534, -15.564], [33.514, 8.619, -15.742], [31.611, 5.073, -12.977], [32.595, 3.605, -13.178], [32.057, 4.910, -16.496], [29.365, 6.507, -18.930], [34.058, 7.819, -17.200], [36.683, 8.039, -12.011], [29.066, 7.826, -20.099]]
}

---

{
  "formula": "C8H16S2",
  "method": "ωB97M-V/def2-TZVPD",
  "smiles": "C1CCSC1.C1CCSC1",
  "relative_energy_ev": 0.9301,
  "total_energy_ha": -1110.7615,
  "orbital_gap_ha": 0.3338,
  "e_homo_ha": -0.3039,
  "symbols": ["S", "S", "C", "C", "C", "C", "C", "C", "C", "C", "H", "H", "H", "H", "H", "H", "H", "H", "H", "H", "H", "H", "H", "H", "H", "H"],
  "xyz": [[-1.827, -0.076, -1.742], [2.008, -0.131, 2.359], [-2.637, 1.039, -0.464], [1.022, -1.848, 0.508], [2.048, -1.933, 2.709], [-0.890, 1.285, -2.469], [-1.667, 2.240, -0.443], [1.440, -0.371, 0.672], [1.910, -2.765, 1.457], [-1.287, 2.574, -1.798], [2.334, -0.236, 0.034], [1.234, -2.187, -0.524], [-0.030, -2.103, 0.737], [1.343, -3.697, 1.646], [-0.701, 1.871, -0.049], [-3.649, 1.242, -0.863], [-2.170, 2.876, -2.394], [1.129, -2.150, 3.286], [0.176, 1.065, -2.269], [-1.037, 1.269, -3.566], [-2.754, 0.446, 0.464], [-1.870, 3.221, 0.028], [2.913, -2.264, 3.317], [0.642, 0.285, 0.277], [2.857, -3.043, 0.955], [-0.540, 3.388, -1.868]]
}

---

{
  "formula": "C8H16S3",
  "method": "ωB97M-V/def2-TZVPD",
  "smiles": "C=C(S)CC(S)(S)CCCC",
  "relative_energy_ev": 0.0000,
  "total_energy_ha": -1508.8822,
  "orbital_gap_ha": 0.3273,
  "e_homo_ha": -0.3057,
  "symbols": ["S", "S", "S", "C", "C", "C", "C", "C", "C", "C", "C", "H", "H", "H", "H", "H", "H", "H", "H", "H", "H", "H", "H", "H", "H", "H", "H"],
  "xyz": [[-1.166, 1.535, 1.516], [-0.660, 2.816, -1.138], [-3.850, -0.973, 0.804], [2.220, -0.541, 0.865], [1.549, 0.544, -0.066], [-2.335, 0.690, -0.852], [3.799, -0.418, 1.191], [-2.291, -1.810, -1.427], [0.165, 0.099, -0.511], [-1.012, 1.166, -0.249], [-2.709, -0.728, -0.524], [-0.102, -0.795, -0.097], [2.212, 0.616, -0.918], [1.397, 1.465, 0.470], [-2.589, -2.790, -1.419], [2.063, -1.582, 0.484], [-2.253, 0.771, -1.893], [-3.939, -2.232, 0.633], [-1.751, -1.499, -2.243], [0.148, 0.094, -1.523], [4.467, -0.406, 0.373], [-3.023, 1.478, -0.704], [-0.368, 0.593, 2.075], [0.032, 3.462, -0.164], [4.094, -1.343, 1.667], [4.132, 0.336, 1.862], [1.770, -0.546, 1.788]]
}

---

{
  "formula": "C8H17AsF3O3",
  "method": "ωB97M-V/def2-TZVPD",
  "charge": -1,
  "total_energy_ha": -3075.8053,
  "orbital_gap_ha": 0.2396,
  "e_homo_ha": -0.1344,
  "symbols": ["As", "F", "F", "F", "O", "O", "O", "C", "C", "C", "C", "C", "C", "C", "C", "H", "H", "H", "H", "H", "H", "H", "H", "H", "H", "H", "H", "H", "H", "H", "H", "H"],
  "xyz": [[-1.798, 1.341, 1.194], [-4.317, -2.928, -0.949], [-1.936, -3.398, -1.548], [-3.124, -1.557, -2.495], [-3.484, -1.412, 1.128], [2.859, 0.503, 0.061], [4.623, 0.105, -1.680], [0.209, 1.531, 1.100], [1.888, 0.912, -0.965], [4.031, -0.176, -0.513], [4.703, -1.380, 0.434], [-2.966, -2.336, -1.242], [-1.899, 0.059, -0.362], [0.798, 2.021, -0.349], [-2.465, -1.459, 0.055], [-0.081, 2.090, -1.132], [0.505, 2.381, 1.883], [-2.065, 2.591, 0.297], [5.862, -1.359, 0.157], [-0.875, -0.140, -0.909], [-2.600, 0.578, -1.177], [-3.340, 1.218, 1.393], [-1.793, 2.249, 2.488], [1.364, 3.047, -0.337], [4.275, -2.443, 0.181], [-1.567, 0.113, 2.158], [-1.523, -2.042, 0.499], [-4.245, -0.866, 0.740], [1.284, -0.055, -1.290], [2.373, 1.406, -1.918], [4.620, -1.135, 1.586], [0.683, 0.541, 1.511]]
}

---

{
  "formula": "C8H17BCl3F",
  "method": "ωB97M-V/def2-TZVPD",
  "smiles": "CC[C@@H](F)BC[C@@H](C)Cl.ClCCCl",
  "total_energy_ha": -1820.3090,
  "orbital_gap_ha": 0.4136,
  "e_homo_ha": -0.3945,
  "symbols": ["Cl", "Cl", "Cl", "F", "C", "C", "C", "C", "C", "C", "C", "C", "B", "H", "H", "H", "H", "H", "H", "H", "H", "H", "H", "H", "H", "H", "H", "H", "H", "H"],
  "xyz": [[-2.870, 0.093, -0.206], [-0.952, 1.350, -5.551], [0.202, 0.428, -2.497], [2.403, 0.805, 3.175], [3.019, -1.183, 1.035], [-0.995, -0.287, -4.847], [-1.487, -0.007, 0.967], [-1.929, -0.817, 2.173], [-1.008, 1.395, 1.320], [2.182, 0.086, 0.916], [-1.205, -0.259, -3.355], [1.439, 0.435, 2.207], [0.396, 1.580, 1.979], [-2.425, -1.739, 1.868], [-1.065, -1.088, 2.784], [3.759, -1.076, 1.830], [2.391, -2.046, 1.273], [-0.061, -0.778, -5.107], [-1.743, 1.867, 1.989], [1.476, -0.005, 0.086], [0.709, 2.681, 2.316], [-0.718, -0.549, 0.412], [-1.341, -1.273, -2.984], [3.546, -1.397, 0.104], [2.827, 0.940, 0.684], [-2.621, -0.241, 2.790], [-1.009, 2.040, 0.430], [-1.823, -0.815, -5.316], [-2.069, 0.338, -3.081], [0.971, -0.477, 2.606]]
}

---

Number 1: molecular weight 154.2 g mol⁻¹. Number 2: molecular weight 170.2 g mol⁻¹. Number 3: molecular weight 142.2 g mol⁻¹. Number 4: molecular weight 142.2 g mol⁻¹. Number 5: molecular weight 406.1 g mol⁻¹. Number 6: molecular weight 144.2 g mol⁻¹. Number 7: molecular weight 176.2 g mol⁻¹. Number 8: molecular weight 325.7 g mol⁻¹. Number 9: molecular weight 176.3 g mol⁻¹. Number 10: molecular weight 208.4 g mol⁻¹. Number 11: molecular weight 293.1 g mol⁻¹. Number 12: molecular weight 249.4 g mol⁻¹.